This record from the Open Molecules 2025 dataset describes a cluster of 21 separate species, C40H61Cl40FN4O3S4 in total at a distorted geometry. The level of theory is wB97M-V/def2-TZVPD.

Total charge: 0
Spin multiplicity: 1
Frontier orbital gap in eV: 7.59
Molecular weight in g mol⁻¹: 2211.3
E_LUMO in eV: -0.5171

Atoms and positions in Å:
O (1.28707, 0.91513, 1.74090)
S (1.03140, -0.48534, 1.43661)
O (1.92964, -1.39845, 2.11780)
F (-0.51866, -0.74870, 1.93019)
N (1.18382, -0.63956, -0.24264)
C (0.28955, -1.68223, -0.83335)
C (-0.74030, -1.08319, -1.87164)
C (-1.37564, 0.29363, -1.43884)
S (-1.64364, 1.29232, -2.96362)
C (-2.94658, 2.57844, -2.68932)
S (-2.44457, 4.14445, -2.84438)
N (-4.33663, 2.25432, -2.40118)
C (-4.63801, 0.87937, -2.77000)
C (-4.72546, 0.60023, -4.22596)
C (-4.99239, -0.75274, -4.74279)
C (-5.18694, -1.88343, -3.80685)
C (-5.08892, -1.59399, -2.36021)
C (-4.82342, -0.23645, -1.84500)
C (-4.75084, 2.57875, -1.03688)
C (-3.96481, 2.35125, 0.17526)
C (-4.42538, 2.73782, 1.52360)
C (-5.72443, 3.39129, 1.72722)
C (-6.55852, 3.62681, 0.50909)
C (-6.07825, 3.23163, -0.85166)
C (2.60382, -0.77948, -0.66753)
C (2.80581, 0.08639, -1.99368)
S (4.62621, 0.39417, -2.13979)
C (4.87566, 2.18629, -2.11099)
N (5.85312, 2.91310, -2.71672)
N (5.60381, 4.22044, -2.41265)
C (4.52311, 4.28220, -1.62220)
O (4.02653, 3.00964, -1.40856)
H (0.90938, -2.45641, -1.36981)
H (-0.29149, -2.23933, -0.04870)
H (-1.53383, -1.85648, -2.05786)
H (-0.18614, -0.90624, -2.83796)
H (-0.76315, 0.88690, -0.71889)
H (-2.37147, 0.10714, -0.93599)
H (-4.57056, 1.42863, -4.95723)
H (-5.06317, -0.96656, -5.83336)
H (-5.38005, -2.91456, -4.14886)
H (-5.23189, -2.46704, -1.66908)
H (-4.73581, -0.08558, -0.74542)
H (-2.94347, 1.88557, 0.12137)
H (-3.77654, 2.55897, 2.41699)
H (-6.10040, 3.72753, 2.72034)
H (-7.53456, 4.14313, 0.66688)
H (-6.75524, 3.47762, -1.72265)
H (3.23481, -0.30302, 0.13184)
H (2.93089, -1.83689, -0.84112)
H (2.25567, 1.07061, -1.93723)
H (2.43886, -0.45700, -2.90939)
H (4.06627, 5.20822, -1.19348)
C (2.27395, 1.23879, -5.46681)
Cl (2.50228, -0.43370, -5.99646)
Cl (0.75663, 1.42851, -4.57533)
H (3.10212, 1.51829, -4.81881)
H (2.25411, 1.88581, -6.33991)
C (-2.80582, -5.16802, -4.52695)
Cl (-3.53525, -3.64664, -3.97898)
Cl (-1.31381, -5.52555, -3.64389)
H (-3.51372, -5.97666, -4.36226)
H (-2.57696, -5.08734, -5.58648)
C (-8.59559, 3.97243, -4.00056)
Cl (-7.14303, 3.01342, -3.68073)
Cl (-9.42453, 3.41761, -5.46180)
H (-9.27052, 3.88087, -3.15867)
H (-8.30711, 5.01248, -4.13276)
C (8.81522, 2.37744, -2.33277)
Cl (9.45672, 1.02341, -3.27595)
Cl (9.03549, 2.11451, -0.59828)
H (9.33828, 3.28510, -2.62112)
H (7.75310, 2.48057, -2.54185)
C (4.32444, 7.46392, -3.15911)
Cl (5.65500, 8.24965, -4.01259)
Cl (4.52116, 7.59241, -1.40445)
H (3.39117, 7.94227, -3.44400)
H (4.30144, 6.41222, -3.43448)
C (-4.69595, -5.59736, -0.14738)
Cl (-4.38205, -4.13712, 0.79895)
Cl (-3.58686, -5.72370, -1.51875)
H (-4.56599, -6.46618, 0.49224)
H (-5.71624, -5.56258, -0.52067)
C (10.22794, -2.83952, -3.64259)
Cl (8.95906, -3.98352, -4.09822)
Cl (11.66331, -3.03431, -4.65451)
H (9.84557, -1.82791, -3.76195)
H (10.50194, -3.01075, -2.60515)
C (7.17614, -6.60415, -1.53088)
Cl (6.42479, -8.17202, -1.86129)
Cl (5.95943, -5.38623, -1.12189)
H (7.86332, -6.71043, -0.69584)
H (7.71746, -6.27851, -2.41528)
C (-4.53071, 7.11198, -1.96511)
Cl (-5.15375, 5.63792, -1.20449)
Cl (-4.41926, 6.93777, -3.72236)
H (-5.20231, 7.93613, -1.73847)
H (-3.54062, 7.32293, -1.56785)
C (-0.16740, 4.14775, 0.93448)
Cl (-1.48742, 3.06950, 0.46790)
Cl (1.24539, 3.89972, -0.10218)
H (-0.49997, 5.17873, 0.83873)
H (0.10341, 3.94054, 1.96197)
C (-0.04799, -3.37052, 4.20254)
Cl (0.20301, -5.04159, 3.67999)
Cl (-1.56337, -3.19769, 5.09519)
H (0.77647, -3.07598, 4.84617)
H (-0.07976, -2.73030, 3.32740)
C (2.26021, -7.77168, 2.79113)
Cl (0.96565, -8.89357, 2.34413)
Cl (3.68415, -7.99293, 1.76956)
H (1.90286, -6.75189, 2.67115)
H (2.53598, -7.94749, 3.82823)
C (3.66789, 3.48899, 3.23141)
Cl (2.13697, 4.31347, 2.92197)
Cl (4.75120, 4.48140, 4.21591)
H (3.46560, 2.55974, 3.75759)
H (4.15117, 3.27768, 2.28056)
C (2.55932, -11.99452, 3.86562)
Cl (2.17179, -12.71796, 5.43117)
Cl (3.81667, -10.76172, 4.01990)
H (2.91165, -12.77337, 3.19479)
H (1.66370, -11.53243, 3.45894)
C (-10.64053, 3.10199, -0.24640)
Cl (-9.00227, 3.15558, -0.91700)
Cl (-10.74178, 4.01897, 1.25633)
H (-11.33456, 3.52826, -0.96657)
H (-10.90406, 2.06650, -0.04820)
C (4.91123, -7.77239, 6.24986)
Cl (3.37050, -7.01095, 5.82773)
Cl (5.88834, -6.71790, 7.27828)
H (4.71147, -8.69837, 6.78240)
H (5.46162, -7.98252, 5.33617)
C (-8.86694, 5.99677, 3.84635)
Cl (-10.56468, 5.67350, 4.21830)
Cl (-8.05707, 4.54924, 3.23486)
H (-8.81508, 6.77109, 3.08535)
H (-8.36485, 6.33235, 4.74983)
C (5.19123, -3.79144, 5.04373)
Cl (3.65789, -3.02551, 4.61202)
Cl (6.17355, -2.73482, 6.06505)
H (4.98518, -4.71074, 5.58399)
H (5.74197, -4.01276, 4.13310)
C (7.39371, 2.34043, 5.54162)
Cl (8.00814, 2.25615, 7.19734)
Cl (8.67456, 2.77103, 4.40183)
H (6.98903, 1.36969, 5.26642)
H (6.61269, 3.09479, 5.49324)
C (-3.52577, 5.08128, 5.02921)
Cl (-2.04410, 4.13162, 5.20758)
Cl (-4.45462, 4.55858, 3.61449)
H (-4.13590, 4.95331, 5.91971)
H (-3.26033, 6.12887, 4.91095)

Cartesian forces, eV/Å:
-1.09 -1.81 -0.61
2.82 2.51 1.66
-1.97 -0.05 -0.67
1.99 -0.16 -1.59
-1.48 -1.66 0.50
-1.10 -0.55 -0.65
0.56 0.44 -0.18
-1.12 -0.63 0.82
-1.01 0.38 0.35
0.33 1.06 0.44
-0.52 -1.50 0.02
1.76 -1.68 1.15
-0.82 -2.78 -1.88
-0.35 -1.91 1.04
0.01 0.21 2.58
-0.55 4.13 1.44
-0.03 1.15 -1.72
-0.07 -0.61 -1.91
-2.13 1.59 2.80
-1.86 0.24 0.21
-1.60 0.15 -1.75
0.31 -1.28 -4.08
2.94 -1.20 0.31
0.61 -0.48 2.72
0.65 1.60 -0.06
-0.54 0.19 0.48
0.28 1.08 -0.32
0.59 1.51 -0.60
-2.92 -1.98 1.18
-2.01 0.64 1.87
1.90 -0.95 -1.57
0.73 0.28 -0.46
-0.53 0.79 0.63
0.64 0.60 -0.54
0.69 0.80 0.05
-0.54 -0.29 0.83
-0.22 -0.61 -0.80
1.03 0.14 -0.58
-0.17 -0.71 0.82
0.13 0.47 0.99
-0.85 1.65 0.24
0.24 1.19 -0.53
-0.22 -0.07 -1.03
-2.23 -0.18 -0.29
-0.55 -0.04 -1.30
0.38 -0.96 -1.59
1.28 -0.53 -0.38
1.60 -0.45 1.68
-0.47 -0.62 -0.85
-0.45 0.82 0.37
0.58 -1.09 0.14
0.55 0.52 0.87
0.32 -1.40 -0.38
0.07 0.20 -0.04
0.09 -0.02 0.01
0.53 0.12 -0.27
-0.06 -0.12 -0.02
-0.06 -0.13 0.04
0.14 0.00 -0.08
2.01 -1.74 -0.64
0.24 -0.12 -0.19
0.07 0.10 0.11
0.06 0.08 0.13
0.03 0.21 -0.24
-0.43 -0.01 -1.16
-0.08 0.06 -0.03
0.06 -0.11 -0.18
0.08 -0.14 -0.10
-0.01 0.22 -0.03
0.03 -0.02 -0.13
-0.04 0.05 0.07
0.12 -0.16 0.06
0.33 -0.17 0.01
-0.11 -0.06 -0.23
-0.07 -0.05 -0.04
-0.08 0.15 0.05
0.13 0.07 0.11
0.16 0.08 0.08
-0.17 -0.17 -0.02
-0.05 0.00 0.04
-0.14 -0.25 0.50
0.10 0.13 -0.03
0.12 0.10 0.00
0.03 0.22 0.13
-0.11 -0.02 0.05
0.02 0.05 0.05
0.02 -0.18 -0.08
0.00 -0.08 -0.13
0.14 0.00 -0.05
0.10 0.01 0.01
0.09 0.06 0.02
-0.17 -0.02 -0.01
-0.16 -0.01 0.03
0.04 0.10 0.18
0.22 1.13 -0.17
-0.07 0.18 -0.05
0.02 -0.10 -0.09
-0.04 -0.12 -0.11
0.00 0.01 -0.16
1.64 1.43 0.63
-0.03 0.01 -0.25
-0.03 -0.13 -0.16
-0.11 -0.20 -0.17
0.10 0.22 0.03
0.01 0.00 -0.02
0.02 0.07 -0.01
-0.10 -0.13 0.00
-0.06 -0.15 0.05
0.02 0.09 0.12
-0.11 0.02 0.02
0.09 0.12 -0.01
0.03 -0.18 -0.12
-0.10 -0.16 -0.41
0.02 -0.25 -0.08
0.51 0.05 0.59
0.01 0.04 -0.04
-0.06 0.15 0.01
-0.06 0.14 0.06
-0.16 -0.10 -0.12
-0.05 -0.05 -0.04
0.03 0.02 -0.06
0.08 0.07 0.15
0.11 0.07 0.13
-0.22 -0.04 -0.20
-1.12 -0.49 0.00
-0.20 -0.03 -0.05
0.11 0.03 0.07
0.14 0.09 0.04
0.13 -0.26 -0.02
0.07 0.10 0.26
0.05 -0.05 -0.01
-0.06 0.15 0.01
-0.07 0.13 0.05
0.04 0.13 -0.01
-0.03 0.11 0.08
-0.42 0.42 0.48
-0.07 -0.15 0.00
-0.07 -0.15 -0.04
0.07 -0.18 -0.02
-0.02 -0.05 -0.12
0.06 -0.07 0.00
-0.04 0.19 0.04
-0.07 0.16 0.05
-0.17 -0.01 -0.02
-0.08 -0.04 0.04
-0.08 -0.01 -0.08
0.15 0.04 0.05
0.21 -0.06 0.05
-0.11 0.25 0.08
0.05 0.03 0.03
1.07 1.32 1.70
0.08 -0.10 -0.09
0.06 -0.13 -0.04